# 1
Here is a structure of composition C55H45BrInN7O6STe from the OMol25 dataset. Energies are from ωB97M-V with the def2-TZVPD basis set.

Structure (ORCA input):
```
! RIJCOSX wB97M-V def2-TZVPD def2/J DEFGRID3
* xyz 0 1
C -2.35213 -2.01151 -1.22351
H -2.22420 -1.37232 -5.80445
N 0.21483 3.77677 7.62901
H -1.97488 3.19753 -1.57184
O -2.63299 3.74054 1.67063
C 2.25883 4.23746 1.20612
O -1.50134 0.11037 2.65669
C -6.30849 -2.92297 2.87931
C -4.19137 -2.07770 3.63596
C -1.38114 -3.24041 -5.17985
H -7.80111 -1.45380 2.44056
H 2.41034 2.85361 -1.85226
C -7.12547 -0.86783 -1.62685
C -1.90139 3.66337 -0.59935
C -4.07220 2.58421 0.13246
C 2.10782 -4.12622 -1.94246
C -0.49533 3.57602 4.03287
H -3.91585 5.29557 2.18309
C -0.90454 4.68215 -0.44320
C 0.99418 -2.88909 -0.24105
H 1.19523 -0.53403 5.05000
N -1.86716 -2.65408 -0.23808
S -1.35285 1.53886 2.33781
N 1.31766 3.49179 1.73925
H -2.42688 7.05450 1.36589
H -7.85397 -0.11583 -1.33724
H 0.12165 5.12738 5.36977
C 2.06765 -1.96721 -4.96222
C 3.33719 -0.59648 5.02750
Br 5.91584 -0.97916 1.82490
N 0.11368 1.51201 1.50461
C -1.81889 -3.28035 2.13265
N 1.17217 2.30926 -0.30919
C -6.79121 -1.62915 2.78130
C 1.65874 -4.05106 -0.65518
H -1.04895 0.36447 4.90034
C -1.02455 5.75714 0.36611
C -1.98558 -2.01207 -4.96669
H 0.69183 4.66290 7.64069
H -6.93786 -3.76291 2.62284
H 2.66695 4.99458 1.86417
H -0.66056 -5.03966 -4.25225
C -3.37358 -0.94207 -1.09001
C 1.13345 -1.94939 -2.32857
C 1.32517 -0.88122 -4.47967
H -6.35221 0.44631 3.05476
C -4.67821 -0.78521 3.55235
C 2.12487 3.05758 -0.82581
C 1.87033 -3.05375 -2.82508
C -0.40977 1.90393 6.25170
O 2.30615 -0.08319 0.19375
H -4.63799 -4.15516 3.39551
C 0.87125 -0.85190 -3.18372
H -1.20375 -4.28514 -1.97049
C -3.05369 0.36439 -0.65298
C 2.08229 -0.61820 4.44102
O -1.82548 0.78294 -0.51641
H 0.67928 -2.76743 0.78602
In 0.21629 0.17113 -0.19501
C -0.12732 4.08144 5.26343
N 0.17460 0.25286 -2.64574
C 4.34059 -0.84448 2.87371
H -3.31714 -2.09262 1.16926
C -2.98100 5.07421 1.68194
C -0.79517 2.23119 3.91052
H -4.03847 0.04774 3.80437
H -6.26149 1.50325 -0.55189
H 2.92506 -3.86454 -4.51543
H -1.74509 -1.31660 1.31483
H 1.11073 -0.05317 -5.14160
C -2.01313 -2.42178 -2.59322
H -0.75705 -3.49511 2.07195
H 5.45795 -0.69374 4.68673
C -5.45855 0.80275 -0.73088
H -4.82948 -2.32399 -1.74916
C 2.73752 4.05716 -0.08824
C -5.74149 -0.44751 -1.23365
H -0.53028 4.21216 3.16468
H -0.82940 0.08604 -2.60643
H 0.50145 3.12098 8.33700
C -5.01475 -3.14414 3.31189
H 3.54388 4.64684 -0.49222
C 2.94112 -1.02817 0.77730
H 2.66407 -4.97978 -2.29617
O -5.07262 3.19557 0.48058
H 3.43683 -0.49437 6.09826
C -1.10127 -4.06588 -4.10186
H 2.42056 -1.94866 -5.98256
C 4.47360 -0.70796 4.24542
C 1.96223 -0.74615 3.06856
H -2.37137 -4.20981 2.01270
C 3.09387 -0.86139 2.26850
C -1.40867 -3.65615 -2.82146
C -4.66739 -1.31774 -1.38767
H -7.18149 -1.00709 -2.70765
H -0.06620 4.63295 -1.12448
C -2.76924 3.28715 0.35546
O 3.40874 -2.01106 0.22260
C 0.83823 2.48822 0.99661
H -1.13445 -3.55283 -6.18361
H 0.34838 1.10690 -3.16925
C -4.15661 1.23580 -0.43898
H -0.38740 1.25953 7.11994
C -2.30711 -1.60297 -3.68487
H -0.27126 6.53175 0.31583
H -7.39162 -1.81434 -1.15943
C -2.17681 6.02152 1.18027
C -0.07951 3.25363 6.38974
C -2.23680 -2.27090 1.09240
H 1.84193 -4.84403 0.05215
C -5.97724 -0.56378 3.12643
Te -2.15815 -2.49638 4.12394
N 0.71476 -1.90491 -1.05234
H -2.80590 -0.65319 -3.53116
C 2.33983 -3.03377 -4.15167
H 0.97685 -0.76099 2.61081
C -0.77145 1.40345 5.01906
*
```

HOMO-LUMO gap = 6.79 eV
LUMO = -0.445 eV
relative energy (zero: lowest compared OMol25 entry of this formula, charge and spin) = 4.387 eV
E_HOMO = -7.24 eV
total energy = -6387.94552 Ha
F_max = 1.74 eV/A

Löwdin population analysis, charges in e, atoms 1 to 99: C -0.24; H 0.11; N 0.10; H 0.13; O -0.12; C -0.11; O -0.60; C -0.09; C -0.54; C -0.08; H 0.10; H 0.12; C -0.05; C -0.01; C -0.27; C 0.02; C -0.09; H 0.13; C -0.09; C -0.12; H 0.09; N 0.12; S 1.01; N 0.16; H 0.11; H 0.08; H 0.11; C -0.06; C -0.08; Br 0.79; N -0.17; C -0.46; N 0.06; C -0.09; C -0.01; H 0.05; C -0.08; C -0.07; H 0.09; H 0.10; H 0.11; H 0.11; C -0.13; C -0.16; C -0.01; H 0.11; C -0.13; C -0.12; C -0.14; C -0.03; O -0.06; H 0.09; C -0.23; H 0.11; C -0.27; C -0.06; O -0.16; H 0.11; In 0.92; C -0.02; N 0.11; C -0.60; H 0.12; C -0.09; C -0.32; H 0.09; H 0.12; H 0.12; H 0.06; H 0.12; C -0.17; H 0.02; H 0.10; C 0.03; H 0.14; C -0.04; C -0.26; H 0.09; H 0.07; H 0.09; C -0.16; H 0.10; C -0.64; H 0.13; O 0.10; H 0.10; C -0.07; H 0.11; C -0.13; C -0.02; H 0.05; C -0.16; C -0.03; C 0.03; H 0.08; H 0.09; C -0.21; O 0.04; C -0.50

# 2
Here is a structure of composition C55H45MnN5OS2Sb from the OMol25 dataset. Energies are from ωB97M-V with the def2-TZVPD basis set.

Structure (ORCA input):
```
! RIJCOSX wB97M-V def2-TZVPD def2/J DEFGRID3
* xyz 2 5
C -2.97491 2.89903 0.52585
H 0.73663 5.54525 -2.37004
H -4.79692 -4.92902 -2.99229
C 5.33249 5.74562 -0.74790
H 1.64546 3.55862 1.59996
C -5.91740 -3.08637 -3.03853
H 2.04459 0.19364 6.44329
H -6.93927 -3.41702 -3.16484
C -3.19259 0.69473 -2.92107
H 3.50401 0.54399 1.80394
H 1.76793 -4.81090 -3.23538
C -2.80857 0.17937 4.04705
H 3.25232 2.24028 -1.32159
C -1.82355 -4.35281 1.81285
C 3.76986 -0.42218 2.21246
C 1.33639 -4.36855 -2.33588
C -0.08269 0.38293 6.68885
H -0.22991 4.78833 1.10305
H 1.89475 -0.15189 4.00484
C -1.65578 -0.88851 -2.03368
C -2.21490 1.69000 -2.77410
C -4.79326 -3.84793 -2.94530
C 0.83611 -0.15824 -4.80883
C 0.08002 2.25184 -2.18317
C 2.13664 4.04753 -1.74896
C 1.07749 0.19574 5.95401
H 1.12235 -3.21853 1.98404
C -1.44782 3.98676 -2.92740
S 3.09529 6.65258 -1.55325
H 0.44786 -2.66738 3.52125
C -2.44189 1.65370 0.84303
C 3.25268 4.94915 -1.42134
C 1.29133 -2.89416 -2.45381
H -2.62951 -3.47041 -2.68447
H 4.70876 -3.89506 3.63073
H 0.42320 -4.37969 3.11746
C -2.92582 -0.61419 -2.57683
C -1.51599 -1.97116 1.60930
C -0.22567 -2.03554 -5.81235
C 0.13796 -0.70535 -5.87411
C -1.11183 1.50992 1.25140
C -2.17608 4.02875 0.62073
H -4.16369 0.96362 -3.32683
C 2.74097 -1.46946 0.23702
C 0.84685 -2.18383 -3.69055
C -3.89006 -1.71220 -2.74158
C 2.30084 2.66348 -1.61588
H 1.24323 2.35353 2.82171
H 3.55388 -3.72585 1.44621
H -0.02969 0.53281 7.76067
C -2.76263 -1.90310 0.97653
H 1.91578 -4.65444 -1.46510
C 3.79546 -2.83530 2.01210
H 1.14062 0.88092 -4.81238
N 2.27732 -2.53318 -0.36608
C -1.43611 0.17963 4.67719
C 4.74836 -1.76965 3.94240
N 1.67351 -2.09852 -1.52816
C -0.29719 2.65771 1.32719
C -3.53999 -3.04029 0.77235
C -0.97874 1.29703 -2.28924
N -0.71661 0.02537 -1.90198
C 3.45670 -1.58015 1.50178
H 6.35461 5.69083 -0.39774
N 1.31615 1.80178 -1.83328
H -2.90834 0.98748 3.31857
H 5.25431 -1.84543 4.89699
C -3.62721 -3.05291 -2.77126
C -0.25156 -0.00583 3.93729
C -2.42344 3.07765 -3.10938
H -1.42271 -1.88323 -1.67013
H -3.16570 -0.95043 0.66356
C 4.41499 -0.51931 3.43418
C 4.44092 -2.92572 3.23150
H -2.21998 0.52251 6.64041
H -1.61741 5.03312 -3.15364
C 4.69096 6.91294 -1.02262
H -0.79398 -2.48816 -6.61616
Sb -0.14734 -0.32602 1.83726
H 4.65942 0.37626 3.99111
O 2.53257 -0.25034 -0.24578
N 1.17211 -0.87313 -3.73776
C -0.14928 3.59091 -2.43807
C 0.31114 -3.37750 2.70483
C 1.15529 2.59589 1.75983
H -4.01517 2.98688 0.22780
H -3.09570 0.79423 0.79351
C 0.90558 4.48558 -2.20229
H -0.10203 -0.09235 -6.73298
C -1.03747 -3.22105 2.03671
C -3.06089 -4.27334 1.18769
H -3.01114 -0.76266 3.53450
H 0.32061 -4.76143 -2.21862
H -3.39267 3.37952 -3.49018
C 0.98682 0.00272 4.58176
S -5.57249 -1.42362 -2.91010
C -0.85073 3.90019 1.01451
H 1.70613 1.83130 1.20483
C -1.31920 0.37478 6.05360
H -3.65231 -5.17036 1.04037
C 4.50169 4.61595 -0.97730
H 5.07415 7.92081 -0.93986
H -3.57811 0.31851 4.80573
C 0.15106 -2.79469 -4.70260
H -4.51538 -2.95761 0.30591
H -2.58664 5.01033 0.40558
H -1.45869 -5.31764 2.15417
H 4.83739 3.59830 -0.81128
H -0.10037 -3.84662 -4.62837
Mn 1.42143 -0.19011 -1.73915
*
```

HOMO-LUMO gap (alpha / beta) = 5.31 / 5.36 eV
LUMO (alpha / beta) = -6.846 / -6.785 eV
E_HOMO (alpha / beta) = -12.16 / -12.15 eV
total energy = -4659.11148 Ha
F_max = 0.63 eV/A

Löwdin population analysis, charges in e, atoms 1 to 99: C -0.08; H 0.12; H 0.11; C -0.15; H 0.08; C -0.38; H 0.11; H 0.08; C 0.07; H 0.10; H 0.11; C -0.04; H 0.13; C -0.04; C -0.04; C 0.02; C -0.06; H 0.12; H 0.06; C -0.05; C -0.12; C -0.16; C -0.08; C -0.15; C -0.17; C -0.08; H 0.04; C 0.02; S 1.08; H 0.06; C -0.14; C -0.50; C -0.22; H 0.11; H 0.12; H 0.09; C -0.17; C -0.33; C 0.01; C 0.00; C -0.32; C -0.08; H 0.13; C -0.43; C -0.21; C -0.51; C -0.02; H 0.08; H 0.12; H 0.11; C -0.15; H 0.09; C -0.02; H 0.13; N 0.14; C -0.27; C -0.04; N -0.04; C -0.31; C -0.09; C -0.17; N 0.07; C -0.18; H 0.12; N 0.03; H 0.07; H 0.12; C -0.13; C -0.33; C 0.01; H 0.12; H 0.06; C -0.07; C -0.04; H 0.12; H 0.13; C -0.38; H 0.13; Sb 1.61; H 0.12; O -0.19; N 0.03; C -0.12; C -0.07; C -0.07; H 0.11; H 0.07; C 0.07; H 0.13; C -0.30; C -0.07; H 0.07; H 0.11; H 0.13; C -0.16; S 1.08; C -0.05; H 0.02; C -0.04